# 1
The following is a DFT calculation (ωB97M-V/def2-TZVPD) of a structure of composition C15H18Cl2MoN2O2 in a non-equilibrium geometry.

Output
E_HOMO (alpha / beta) = -15.569 / -15.190 eV
⟨S²⟩ = 2.022
Gap between HOMO and LUMO (alpha / beta) = 7.24 / 5.03 eV
Net charge = +2
Max |F| = 2.83 eV/A
Multiplicity = 3

Each line ends with the natural charge from an NBO analysis.
CARTESIAN COORDINATES (ANGSTROEM)
C (-3.5372, -0.4588, 0.3558)  -0.634
C (-3.8042, 0.7815, -0.5150)  -0.573
H (-3.6224, -1.3962, -0.2155)  0.251
H (-4.2468, -0.5122, 1.1913)  0.307
H (-2.5551, -0.4366, 0.9275)  0.211
H (-3.0566, 0.8685, -1.3534)  0.182
H (-4.7730, 0.6668, -1.0212)  0.301
H (-3.8349, 1.7084, 0.0697)  0.271
C (-0.2063, -2.6915, 0.2089)  0.096
C (0.7819, -3.6557, 0.4093)  -0.219
C (1.9924, -3.5669, -0.3091)  -0.084
C (2.2132, -2.4744, -1.1405)  -0.186
H (-1.1695, -2.6814, 0.7336)  0.221
H (0.5846, -4.4231, 1.1728)  0.267
H (2.7680, -4.3173, -0.1571)  0.263
H (3.1568, -2.2918, -1.6548)  0.253
N (-0.0110, -1.6342, -0.6183)  -0.485
C (1.2083, -1.4917, -1.2262)  0.209
C (1.4283, -0.1632, -1.7303)  0.163
N (0.3692, 0.6799, -1.5302)  -0.470
C (0.5085, 2.0018, -1.7791)  0.083
C (2.8051, 1.7096, -2.4718)  -0.107
C (1.7181, 2.5397, -2.1933)  -0.209
H (-0.3796, 2.5947, -1.5586)  0.226
H (1.7602, 3.6172, -2.2971)  0.259
C (2.6413, 0.3497, -2.2363)  -0.175
H (3.4418, -0.3534, -2.4271)  0.243
H (3.7392, 2.1300, -2.8586)  0.266
Mo (-1.3787, 0.0756, -0.4971)  1.171
C (-1.5225, 2.0035, 0.4733)  -0.918
H (-2.0181, 2.7269, -0.2182)  0.247
H (-0.5519, 2.4195, 0.7562)  0.246
H (-2.1602, 1.9454, 1.3796)  0.241
Cl (1.8557, -1.0029, 4.2300)  0.126
C (1.4895, 0.6256, 3.6756)  -0.300
Cl (2.8375, 1.4590, 2.8972)  0.120
C (0.3741, 0.4843, 2.5666)  0.735
O (-0.6782, 1.0253, 2.9566)  -0.252
O (0.7300, -0.0864, 1.5022)  -0.616
H (1.1024, 1.2247, 4.5022)  0.270

=====

# 2
The following is a DFT calculation (ωB97M-V/def2-TZVPD) of a structure of composition C32H37ClFN5O6S2Sb2Ti in a non-equilibrium geometry.

Output
E_HOMO (alpha / beta) = -5.865 / -7.382 eV
⟨S²⟩ = 2.025
Gap between HOMO and LUMO (alpha / beta) = 5.50 / 7.01 eV
Max |F| = 1.71 eV/A
Multiplicity = 3

Each line ends with the Löwdin charge.
CARTESIAN COORDINATES (ANGSTROEM)
Ti (-0.3541, -0.9093, -0.4700)  0.775
S (-2.6249, 1.3437, 0.4041)  0.626
C (-3.1143, -0.1884, -0.0223)  -1.141
N (-2.3434, -1.1480, -0.5445)  -0.142
C (-3.0624, -2.3086, -0.8373)  -0.296
C (-2.5782, -3.4339, -1.5038)  -0.024
C (-3.4223, -4.5136, -1.6969)  -0.080
C (-4.7403, -4.4888, -1.2478)  -0.095
C (-5.2450, -3.3654, -0.6150)  -0.093
C (-4.4032, -2.2795, -0.4272)  -0.470
S (-4.7731, -0.7261, 0.2660)  1.031
H (-1.5631, -3.4311, -1.8736)  0.098
H (-3.0492, -5.3917, -2.2079)  0.103
H (-5.3825, -5.3440, -1.4121)  0.101
H (-6.2707, -3.3180, -0.2733)  0.107
C (0.6056, -1.4354, 3.6697)  -0.276
Sb (-0.6327, -0.3004, 2.2882)  1.365
C (-2.4788, -0.9567, 3.2082)  -0.292
C (-0.4071, 1.5143, 3.4755)  -0.276
C (-1.2822, 2.6816, 3.1537)  -0.315
C (-2.6011, 2.6722, 3.6085)  -0.085
C (-3.4676, 3.7193, 3.3576)  -0.094
C (-3.0081, 4.8283, 2.6640)  -0.088
C (-1.6967, 4.8628, 2.2239)  -0.065
C (-0.8153, 3.7997, 2.4394)  -0.305
C (0.5575, 3.8794, 1.8672)  -0.303
Sb (0.6741, 2.6690, 0.0209)  1.408
C (2.3682, 3.8158, -0.7359)  -0.319
C (-0.6837, 3.9813, -1.0308)  -0.311
H (0.0450, -1.6499, 4.5791)  0.006
H (1.4782, -0.8320, 3.9166)  -0.001
H (0.9352, -2.3722, 3.2219)  -0.014
H (-2.3522, -0.9244, 4.2902)  0.008
H (-2.7424, -1.9707, 2.9072)  0.001
H (-3.2818, -0.2835, 2.9142)  -0.022
H (0.6527, 1.7481, 3.4025)  0.042
H (-0.6231, 1.1488, 4.4804)  0.069
H (-2.9448, 1.8102, 4.1697)  0.105
H (-4.4941, 3.6704, 3.6975)  0.101
H (-3.6670, 5.6645, 2.4672)  0.100
H (-1.3320, 5.7417, 1.7044)  0.110
H (1.3328, 3.5180, 2.5432)  0.055
H (0.8003, 4.8984, 1.5673)  0.054
H (2.2446, 4.8626, -0.4608)  -0.003
H (2.3799, 3.7429, -1.8226)  -0.024
H (3.3157, 3.4476, -0.3414)  -0.007
H (-0.2669, 4.9885, -1.0309)  0.006
H (-1.6511, 3.9778, -0.5337)  -0.025
H (-0.8043, 3.6313, -2.0554)  -0.002
Cl (3.1953, -5.1435, -0.9035)  0.675
C (1.7690, -4.5243, -0.0946)  -0.662
C (1.3051, -5.1621, 1.0555)  -0.121
C (0.1144, -4.6233, 1.5930)  -0.083
C (-0.4337, -3.4869, 1.0798)  -0.181
N (0.1001, -2.7864, 0.0129)  -0.129
C (1.1521, -3.4218, -0.6208)  -0.208
H (1.7899, -6.0302, 1.4726)  0.092
H (-0.3571, -5.1085, 2.4366)  0.111
H (-1.3465, -3.0838, 1.5001)  0.083
H (1.4617, -3.0261, -1.5767)  0.090
F (4.9943, 0.0556, -3.3626)  0.064
C (3.9263, 0.7853, -3.7561)  -0.175
C (2.7080, 0.2259, -3.7668)  0.053
N (1.6076, 0.9310, -4.1800)  0.024
C (0.2693, 0.3348, -4.1312)  0.002
C (-0.0740, -0.2014, -2.7438)  -0.580
O (0.0605, -1.4256, -2.4698)  -0.058
O (-0.4528, 0.5866, -1.8432)  -0.164
C (1.7147, 2.2502, -4.6176)  -0.463
O (0.7671, 2.8887, -5.0106)  0.099
N (2.9928, 2.7618, -4.5836)  0.221
C (4.1704, 2.1555, -4.1445)  -0.410
O (5.2237, 2.7415, -4.1304)  0.117
H (2.5402, -0.8048, -3.4875)  0.148
H (0.1953, -0.4756, -4.8559)  0.144
H (-0.4220, 1.1310, -4.3909)  0.135
H (3.0774, 3.7266, -4.8722)  0.174
N (4.0131, -1.9250, -0.4222)  0.175
C (3.8392, -1.1666, 0.8362)  -0.025
C (2.4713, -0.4205, 0.7669)  -0.640
O (2.1852, 0.2978, 1.7049)  -0.049
O (1.7982, -0.6558, -0.3093)  -0.189
H (4.7719, -1.5652, -0.9918)  0.156
H (3.0903, -1.6934, -0.8910)  0.116
H (4.0919, -2.9390, -0.3285)  0.078
H (4.6280, -0.4289, 0.9566)  0.136
H (3.8319, -1.8204, 1.7043)  0.139

=====

# 3
The following is a DFT calculation (ωB97M-V/def2-TZVPD) of the molecule C7H15Cl3Si in a non-equilibrium geometry.

Output
E_HOMO = -10.954 eV
Gap between HOMO and LUMO = 11.47 eV
Max |F| = 1.50 eV/A
Structure (SMILES) = CCCCCCC[Si](Cl)(Cl)Cl
Multiplicity = 1

Each line ends with the natural charge from an NBO analysis.
CARTESIAN COORDINATES (ANGSTROEM)
C (-1.4199, 1.5875, -2.4403)  -0.612
C (-2.0828, 1.1592, -1.1272)  -0.405
C (-1.4742, 1.7829, 0.1493)  -0.391
C (0.0336, 1.5003, 0.3138)  -0.398
C (0.3709, 0.0249, 0.5735)  -0.420
C (1.7876, -0.3282, 1.1185)  -0.385
C (2.2244, -1.7670, 0.7115)  -0.917
Si (1.0266, -3.1438, 1.0350)  1.473
Cl (1.8108, -5.1137, 0.9971)  -0.352
Cl (0.3880, -2.7799, 3.0061)  -0.388
Cl (-0.6589, -3.0536, -0.1879)  -0.359
H (-1.3371, 2.6982, -2.4658)  0.201
H (-1.9805, 1.2124, -3.3225)  0.216
H (-0.3898, 1.2223, -2.4915)  0.198
H (-2.0778, 0.0384, -1.0699)  0.195
H (-3.1518, 1.3473, -1.2140)  0.206
H (-1.6237, 2.8929, 0.1174)  0.202
H (-2.0148, 1.4294, 1.0557)  0.206
H (0.4085, 2.1140, 1.1366)  0.203
H (0.5590, 1.8489, -0.6011)  0.197
H (-0.3687, -0.4174, 1.2563)  0.207
H (0.1618, -0.5360, -0.3569)  0.202
H (1.7969, -0.2150, 2.2142)  0.215
H (2.5265, 0.3804, 0.7417)  0.210
H (3.1288, -2.0658, 1.2129)  0.255
H (2.3566, -1.8185, -0.3626)  0.242

=====

# 4
The following is a DFT calculation (ωB97M-V/def2-TZVPD) of a cluster of 3 separate species, C6H17NO in total.

Output
E_HOMO (alpha / beta) = -7.024 / -7.022 eV
Gap between HOMO and LUMO (alpha / beta) = 6.66 / 6.66 eV
Max |F| = 0.42 eV/A
Multiplicity = 1

Each line ends with the natural charge from an NBO analysis.
CARTESIAN COORDINATES (ANGSTROEM)
C (0.3207, 0.8516, 0.8764)  0.470
C (0.7940, -1.2700, -0.3169)  -0.674
C (0.3271, 1.6769, -0.3660)  -0.735
C (-0.9462, 0.6612, 1.5912)  -0.783
C (1.5749, 0.8255, 1.6873)  -0.717
C (0.7347, -1.4684, -1.8300)  -0.610
H (0.7913, -2.2207, 0.2282)  0.223
H (1.7138, -0.7637, -0.0517)  0.194
H (-0.5939, 1.5445, -0.9288)  0.271
H (1.1829, 1.4528, -1.0035)  0.229
H (0.4198, 2.7326, -0.0663)  0.237
H (-1.6354, 1.4880, 1.3918)  0.244
H (1.5732, 1.7209, 2.3247)  0.247
H (-1.4631, -0.2345, 1.1675)  0.344
H (-0.8072, 0.5192, 2.6633)  0.218
H (2.4791, 0.8540, 1.0796)  0.225
H (1.6094, -0.0391, 2.3516)  0.241
H (0.6558, -0.5096, -2.3505)  0.196
H (1.6331, -1.9697, -2.2033)  0.203
H (-0.1343, -2.0672, -2.1023)  0.219
N (-2.3388, -0.3765, -1.0676)  -0.579
O (-1.7867, -1.3620, -0.2096)  -0.699
H (-0.4158, -1.0227, -0.0974)  0.384
H (-3.3029, -0.2356, -0.7679)  0.326
H (-2.3854, -0.7875, -1.9998)  0.326

=====

# 5
The following is a DFT calculation (ωB97M-V/def2-TZVPD) of a structure of composition C41H46I2N3OTl in a non-equilibrium geometry.

Output
E_HOMO = -6.992 eV
Gap between HOMO and LUMO = 5.72 eV
Max |F| = 4.75 eV/A
Multiplicity = 1

Each line ends with the Löwdin charge.
CARTESIAN COORDINATES (ANGSTROEM)
Tl (-1.1089, -0.0463, 0.2770)  0.913
C (-0.9438, -1.8401, 5.4773)  -0.125
C (-1.9416, -0.9205, 5.2701)  -0.107
C (-3.3011, -1.2969, 5.3091)  -0.083
C (-3.6361, -2.6464, 5.5098)  -0.089
C (-2.6278, -3.5564, 5.9205)  -0.078
C (-1.2588, -3.1595, 5.7806)  -0.095
H (0.1083, -1.5160, 5.3370)  0.109
H (-1.7562, 0.1246, 5.0526)  0.093
H (-4.0565, -0.5287, 5.1653)  0.101
H (-4.6569, -3.0014, 5.3944)  0.095
H (-2.8404, -4.5273, 6.3216)  0.085
H (-0.4789, -3.9275, 5.9687)  0.105
I (-5.0639, 3.5819, -1.0225)  0.928
C (-3.5637, 3.9452, 0.3607)  -0.657
C (-3.3361, 5.1936, 0.8653)  -0.262
C (-2.3504, 5.4531, 1.8350)  -0.696
I (-2.5046, 7.3501, 2.6568)  0.892
C (-1.4749, 4.4272, 2.2451)  -0.221
C (-0.5174, 4.5828, 3.3023)  -0.035
C (0.2469, 3.4784, 3.6306)  -0.058
C (0.0248, 2.2170, 3.0091)  -0.174
N (-0.8680, 2.0685, 2.0960)  0.021
C (-1.7285, 3.0984, 1.7444)  -0.162
C (-2.6601, 2.8805, 0.6766)  -0.432
O (-2.6454, 1.7117, 0.0906)  -0.352
H (-3.9565, 6.0200, 0.5852)  0.055
H (-0.3269, 5.5575, 3.7982)  0.087
H (1.0607, 3.5879, 4.3850)  0.111
H (0.6057, 1.2774, 3.1897)  0.119
C (-0.7526, -3.6740, 1.1147)  -0.106
C (-0.1946, -4.0274, -0.2736)  -0.383
C (-0.7507, -5.3215, -0.8290)  -0.089
C (1.3737, -4.0400, -0.1382)  -0.120
C (2.0212, -5.1923, 0.2629)  -0.060
C (3.3786, -5.2642, 0.4641)  -0.074
C (4.1277, -4.1447, 0.1514)  -0.022
C (3.5080, -2.9068, -0.1964)  -0.145
C (4.4066, -1.7323, -0.3859)  -0.399
C (5.4027, -1.8719, -1.5535)  -0.051
C (5.1817, -1.5079, 0.9165)  -0.075
C (2.1317, -2.8755, -0.4308)  -0.172
N (1.4936, -1.7362, -0.9066)  0.123
C (1.8886, -1.1632, -1.9778)  -0.117
C (1.2879, 0.0320, -2.4583)  -0.095
N (0.1864, 0.5763, -2.0200)  0.030
C (-0.4546, 1.6411, -2.6544)  -0.192
C (-1.7345, 1.4873, -3.2346)  -0.150
C (-2.4152, 2.5728, -3.7313)  -0.058
C (-1.8636, 3.8669, -3.6744)  -0.041
C (-0.5644, 3.9930, -3.1492)  -0.033
C (0.1287, 2.9250, -2.5890)  -0.142
C (1.3950, 3.2110, -1.7955)  -0.349
C (2.4184, 3.9578, -2.7251)  -0.054
C (1.0697, 4.1122, -0.6197)  -0.055
C (-2.3390, 0.1181, -3.3363)  -0.383
C (-1.7398, -0.8160, -4.4003)  -0.064
C (-3.8077, 0.1947, -3.6962)  -0.100
H (-1.8010, -3.3284, 0.8971)  0.074
H (-0.2361, -2.8518, 1.6520)  0.054
H (-0.8269, -4.5739, 1.7973)  0.097
H (-0.4395, -3.1719, -0.9781)  0.121
H (-0.8180, -6.1146, -0.0621)  0.077
H (-0.1727, -5.7251, -1.6596)  0.083
H (-1.7821, -5.1385, -1.1621)  0.083
H (1.3581, -6.1081, 0.4789)  0.139
H (3.8077, -6.2203, 0.7576)  0.108
H (5.1470, -4.0299, 0.4730)  0.102
H (3.8576, -0.8408, -0.4772)  0.099
H (6.2160, -2.5910, -1.4646)  0.080
H (5.8806, -0.8833, -1.6843)  0.086
H (4.7923, -2.1036, -2.4409)  0.070
H (6.0347, -2.1617, 1.0368)  0.065
H (4.5550, -1.7020, 1.8052)  0.092
H (5.5427, -0.4419, 0.9487)  0.097
H (2.6032, -1.5660, -2.7004)  0.130
H (1.7662, 0.5393, -3.3422)  0.153
H (-3.3510, 2.3942, -4.2942)  0.102
H (-2.3903, 4.8000, -3.9076)  0.109
H (-0.1422, 4.9849, -3.1410)  0.105
H (1.7688, 2.2712, -1.4222)  0.106
H (2.1110, 4.9939, -2.9503)  0.078
H (2.6083, 3.4079, -3.6414)  0.070
H (3.3713, 4.0777, -2.1997)  0.074
H (0.8427, 5.1331, -0.8928)  0.081
H (1.8777, 4.1222, 0.1120)  0.084
H (0.1923, 3.7855, -0.0317)  0.077
H (-2.2165, -0.3998, -2.3773)  0.094
H (-1.8982, -0.5240, -5.4327)  0.079
H (-2.2173, -1.8256, -4.3757)  0.091
H (-0.6577, -0.9084, -4.3274)  0.058
H (-4.0756, 0.7471, -4.6688)  0.100
H (-4.3412, 0.7676, -2.8463)  0.092
H (-4.1936, -0.8168, -3.8439)  0.074

=====

# 6
The following is a DFT calculation (ωB97M-V/def2-TZVPD) of a cluster of 2 separate species, C4H4N2O in total in a non-equilibrium geometry.

Output
E_HOMO = -11.122 eV
Gap between HOMO and LUMO = 11.57 eV
Max |F| = 4.68 eV/A
Structure (SMILES) = N#C[C@H]1CO1.C#N
Multiplicity = 1

Each line ends with the natural charge from an NBO analysis.
CARTESIAN COORDINATES (ANGSTROEM)
N (1.3612, -1.0573, 0.7299)  -0.262
C (0.4573, -1.0885, 0.0623)  0.196
C (-0.7445, -0.3528, 0.0244)  -0.066
C (-0.5218, 0.8816, -0.7123)  -0.087
O (-1.4961, -0.0559, -1.1229)  -0.426
H (-0.9069, -0.3589, 1.0169)  0.231
H (-0.7403, 1.8508, -0.2294)  0.189
H (0.4939, 0.9380, -1.1849)  0.216
C (1.6631, -1.1629, -2.2704)  0.083
N (2.1149, -0.0893, -2.1872)  -0.320
H (1.0869, -2.0660, -2.3776)  0.245